1.
Entry from the Open Molecules 2025 dataset: a molecular structure, C6H26O8Y in a non-equilibrium geometry (wB97M-V/def2-TZVPD).

The geometry in XYZ format:
```
41
Properties=species:S:1:pos:R:3:forces:R:3
Y -0.1713 -0.5469 0.4990 2.9 1.0 -3.7
C -2.7851 2.8260 -0.4062 0.8 -0.8 -0.4
C -1.8759 2.7022 0.8298 -0.9 1.3 -1.6
C -2.7898 2.5229 2.0595 0.8 -0.9 0.8
O -0.8934 1.7252 0.8207 -1.0 0.0 0.4
H -3.3975 3.7275 -0.3862 0.1 -0.1 0.3
H -3.4369 1.9560 -0.4860 -0.3 0.0 0.0
H -2.1771 2.8675 -1.3098 0.0 0.1 -0.1
H -1.3751 3.6668 0.9129 0.5 0.2 0.5
H -2.1673 2.7330 2.9292 -0.4 -0.4 0.3
H -3.1080 1.4841 1.9713 -0.1 -0.2 0.6
H -3.7098 3.1034 2.1289 0.4 0.4 -0.6
C 3.7387 0.3702 -2.1223 -1.1 -0.1 -1.8
C 2.6240 -0.6719 -1.9364 -0.4 0.4 0.8
C 3.2644 -1.9789 -1.5329 0.0 -0.2 0.1
O 1.5870 -0.2573 -1.0700 -1.7 -0.4 2.4
H 4.1701 0.0206 -3.0603 1.0 -0.1 0.2
H 4.4835 0.5368 -1.3441 -0.3 -0.3 0.1
H 3.3151 1.3027 -2.4951 -0.1 0.3 0.6
H 2.1178 -0.8833 -2.8782 0.3 0.3 -0.6
H 3.8859 -1.8038 -0.6548 0.1 -0.2 0.2
H 3.8913 -2.3386 -2.3488 0.2 0.0 0.1
H 2.5257 -2.7591 -1.3491 -0.1 -0.1 0.1
O 1.1913 -2.3555 1.2766 -0.5 -0.1 0.3
H 2.1046 -2.3870 0.9917 0.5 0.2 -0.5
H 1.0259 -3.2220 1.6482 -0.1 -0.4 0.3
O -0.4690 -2.3387 -1.0629 -0.3 -0.4 0.1
H -0.3482 -3.2868 -1.0110 0.1 -0.4 0.2
H -0.4693 -2.1478 -2.0008 0.1 0.2 -0.3
O -0.9413 -0.7640 2.6644 -0.4 -0.2 0.4
H -1.0347 -0.1394 3.3837 0.1 0.5 0.3
H -1.2669 -1.5906 3.0205 0.0 -0.5 0.3
O -1.2792 0.1324 -1.6593 -0.3 -0.1 0.5
H -2.1445 0.5365 -1.7238 -0.3 0.3 0.0
H -0.9860 0.0470 -2.5665 0.6 0.1 -0.3
O 1.5638 0.3209 1.9432 -0.4 0.1 0.1
H 2.4626 -0.0064 1.9808 0.4 -0.2 -0.3
H 1.5483 1.0511 2.5619 -0.1 0.4 0.1
O -2.5082 -1.3220 0.5508 0.2 0.2 0.3
H -2.9858 -1.4927 1.3626 -0.3 0.0 0.3
H -3.1797 -1.3405 -0.1311 -0.1 -0.2 -0.5
```
Forces are in eV/Å.

The calculation puts the highest occupied orbital energy (alpha / beta) at -14.2 / -14.0 eV. The spin multiplicity is 2. The value obtained for the molecular weight is 315.17 g mol⁻¹. Its total charge is +2.

2.
Entry from the Open Molecules 2025 dataset: a molecular structure, C6H27F2N6O6PRbS2Ti in a non-equilibrium geometry (wB97M-V/def2-TZVPD).

The geometry in XYZ format:
```
52
Properties=species:S:1:pos:R:3:forces:R:3
Ti 11.4432 4.9063 -7.7177 -0.3 0.9 0.1
Rb 15.2072 4.4316 -8.6949 0.6 0.0 -0.2
N 10.6687 1.5453 -7.0941 0.5 -0.2 0.7
H 10.5081 0.7131 -7.6434 -0.3 -0.7 0.6
H 10.5415 1.6139 -6.0945 -1.3 -1.0 0.0
H 10.3106 2.3488 -7.5902 -1.7 0.5 -0.5
H 11.6044 1.9089 -7.2054 2.3 -0.3 -0.8
N 12.6926 3.4992 -5.0454 -0.1 -0.3 0.7
H 13.0442 3.0670 -5.8878 0.8 -0.1 -1.0
H 13.3589 3.6324 -4.2981 0.3 -0.5 0.6
H 11.8763 2.9519 -4.8126 -0.2 0.0 1.0
H 12.3774 4.4201 -5.3147 -0.5 1.0 -0.5
N 9.8277 3.6376 -8.4527 -3.1 -0.6 4.8
S 8.1457 3.8857 -8.0088 -6.8 4.1 3.2
O 7.0004 3.3068 -8.7272 4.3 0.3 0.7
O 7.9157 5.2478 -7.4848 2.1 -2.3 -2.2
F 8.1714 3.1826 -6.6218 1.1 -1.8 0.2
S 9.6379 3.8745 -9.9149 -1.4 -0.6 -12.3
O 8.9803 5.0587 -10.3750 -0.3 -0.3 2.0
O 9.4967 2.7583 -10.8494 0.5 1.0 3.2
F 11.1304 4.3079 -10.1172 3.4 0.5 0.1
O 12.8423 2.8402 -7.6902 -0.4 1.8 -0.1
H 12.5598 3.2791 -8.5160 0.5 -1.2 -0.3
O 17.0948 2.2149 -8.7731 -1.5 2.1 0.4
P 17.0842 0.7963 -9.0399 2.4 -3.6 1.3
N 18.5940 0.0875 -8.8165 -1.3 -0.2 -0.8
C 19.1133 -0.4070 -7.5619 -1.5 -0.1 2.1
C 19.7120 0.3933 -9.7087 0.0 0.9 -0.9
N 16.6231 0.4981 -10.6584 -1.1 -2.7 -0.3
C 16.7037 -0.8744 -11.2337 2.5 0.6 -0.9
C 15.4998 1.1613 -11.2728 -0.2 1.0 -0.3
N 15.8825 -0.1614 -8.2189 1.9 0.0 -0.5
C 15.7757 -1.6545 -8.2426 0.4 0.1 0.5
C 15.1154 0.4569 -7.1458 -0.5 -0.2 -0.3
H 19.9633 -1.0849 -7.6409 -0.2 0.2 -0.4
H 18.3325 -0.9332 -7.0127 -0.1 -0.4 -0.1
H 19.3243 0.4049 -6.8658 0.6 0.2 -0.2
H 19.5579 -0.1192 -10.6584 0.5 0.1 -0.1
H 20.6575 0.1204 -9.2401 -0.3 -0.5 -0.2
H 19.8384 1.4649 -9.8625 -0.3 0.1 -0.3
H 15.9446 -1.6149 -10.9819 -0.2 0.4 0.3
H 16.7555 -0.7300 -12.3129 -0.7 0.0 -0.1
H 17.7143 -1.2611 -11.1021 -0.2 -0.3 0.9
H 15.7635 2.2035 -11.4526 -0.2 0.1 0.1
H 15.2772 0.6805 -12.2254 0.1 0.2 0.1
H 14.6099 1.0659 -10.6506 -0.1 0.2 0.1
H 15.2089 -2.0617 -9.0798 -0.2 0.3 0.0
H 16.7117 -2.2091 -8.1757 0.5 0.6 -0.5
H 15.3216 -1.9587 -7.2995 -0.5 0.2 -0.2
H 14.0627 0.4947 -7.4261 -0.1 0.4 -0.2
H 15.5126 1.4442 -6.9105 -0.1 -0.2 0.1
H 15.1090 -0.2303 -6.2997 0.5 0.3 0.3
```
Forces are in eV/Å.

The calculation puts the highest occupied orbital energy (alpha / beta) at -16.1 / -17.4 eV. The spin multiplicity is 5. The value obtained for the molecular weight is 545.76 g mol⁻¹. Its total charge is +3.

3.
Entry from the Open Molecules 2025 dataset: 6 unconnected molecules or ions with the total composition C6H27N2O5 in a non-equilibrium geometry (wB97M-V/def2-TZVPD).

The geometry in XYZ format:
```
40
Properties=species:S:1:pos:R:3:forces:R:3
C 0.7805 -2.2560 0.6238 -0.2 -0.6 -1.8
N 1.5317 -1.0036 0.4574 -0.2 -1.1 0.9
C 1.1756 0.0274 1.4274 -0.1 2.4 -0.8
C 1.8764 1.3253 0.9105 -0.7 -0.1 0.1
C 1.4005 -0.1470 2.8950 0.7 -3.3 1.5
C 0.0807 -2.5986 -0.7336 0.8 -0.3 1.3
N -0.9063 -1.5290 -1.0124 0.2 0.0 -1.5
C -1.7397 -1.7546 -2.2582 -0.6 -0.1 0.6
H 1.4139 -3.1231 0.8693 -0.2 0.4 0.2
H -0.0464 -2.2059 1.3309 0.3 0.3 0.5
H 2.5198 -1.2366 0.4684 0.0 0.3 0.1
H 0.0892 0.1487 1.2548 0.2 0.2 0.2
H 2.9325 1.1245 0.7345 0.0 -0.2 -0.6
H 1.2762 1.6425 0.0528 0.7 0.0 -0.4
H 1.9328 2.1959 1.5657 -0.5 -0.3 0.5
H 2.3782 -0.6019 3.1463 0.4 1.1 -0.5
H 1.1849 0.6626 3.5944 0.0 0.1 -0.6
H 0.8893 -1.0636 3.2761 -0.7 0.8 -0.3
H 0.8220 -2.7517 -1.5099 0.0 0.8 -0.4
H -0.4010 -3.5754 -0.6796 -0.5 0.2 0.2
H -1.5212 -1.4011 -0.1990 -0.2 -0.1 -0.3
H -0.4851 -0.5941 -1.1954 0.2 -0.1 0.4
H -1.7752 -2.8148 -2.4860 -0.4 -0.1 0.3
H -1.3730 -1.2683 -3.1492 0.6 0.4 0.2
H -2.7001 -1.2981 -2.0146 -0.1 -0.5 -0.3
H -0.3067 1.6905 -2.4346 -0.2 -0.6 0.7
H -1.5294 1.6729 -1.6257 -0.4 0.0 0.4
O -0.8147 1.0752 -1.8439 0.6 0.3 -1.0
H 3.3333 3.2327 -2.2072 -0.1 0.7 -0.4
H 2.7151 1.9629 -2.4219 -0.6 -0.4 -0.4
O 2.5954 2.8717 -2.7227 1.1 -0.2 0.8
H 1.0473 3.6838 -2.2618 -0.7 -0.3 -0.2
H -0.3598 4.3645 -2.0908 0.2 -0.3 -0.2
O 0.0777 3.5150 -2.2528 0.2 0.9 0.2
H -2.0228 -0.4255 4.5652 0.0 -0.1 0.6
H -1.9954 0.7071 3.5340 0.0 -0.3 0.1
O -2.0688 -0.2528 3.6307 0.0 0.3 -0.8
H -2.6995 -0.9433 1.7222 -1.4 0.4 0.6
H -4.2027 -0.5502 1.1020 0.2 -0.2 0.9
O -3.2714 -0.7261 0.9686 1.4 -0.2 -1.4
```
Forces are in eV/Å.

The calculation puts the highest occupied orbital energy at -12.5 eV. The spin multiplicity is 1. The value obtained for the molecular weight is 207.29 g mol⁻¹. Its total charge is +1.

4.
Entry from the Open Molecules 2025 dataset: 8 unconnected molecules or ions with the total composition C6H27NO8 in a non-equilibrium geometry (wB97M-V/def2-TZVPD).

The geometry in XYZ format:
```
42
Properties=species:S:1:pos:R:3:forces:R:3
C -0.8451 2.7145 -0.3202 0.1 1.0 1.1
C -0.9338 1.1808 -0.3573 0.5 0.7 -0.5
C -1.6094 0.7061 0.9264 0.0 0.1 0.6
C 0.5256 0.6938 -0.5992 -0.6 -1.7 0.2
C 1.3641 0.4719 0.6643 0.4 0.5 -0.9
N 0.6228 -0.5840 -1.3824 -0.3 0.5 0.1
C -0.3234 -1.5516 -1.4946 0.2 0.4 -0.1
O -1.4066 -1.5478 -0.9545 -0.1 -0.3 0.2
H -1.7849 3.2321 -0.5240 -0.1 -0.3 -0.1
H -0.5862 3.0379 0.7009 -0.1 -0.2 0.0
H -0.0648 3.2330 -0.8815 -0.1 -0.6 -0.6
H -1.5291 0.8855 -1.2171 0.0 0.0 -0.1
H -2.2707 -0.1517 0.8826 0.1 -0.2 -0.6
H -2.2004 1.5103 1.3718 0.0 0.1 -0.1
H -0.8478 0.4406 1.6582 -0.1 0.1 0.1
H 1.0018 1.3943 -1.2579 -0.2 0.5 0.0
H 2.3769 0.2012 0.3644 0.0 -0.2 0.0
H 1.5204 1.3815 1.2478 -0.5 -0.1 0.3
H 0.9433 -0.3664 1.2034 0.1 0.0 0.4
H 1.2829 -0.5356 -2.1412 0.2 -0.3 0.0
H 0.0003 -2.3646 -2.1649 0.0 0.0 0.0
O -0.1752 1.5234 -3.8812 -0.2 -0.1 0.2
H -0.7961 0.8137 -3.6534 0.1 -0.3 -0.1
H -0.7540 2.2921 -3.8819 0.2 0.2 -0.1
O -2.1457 -0.8839 -3.5965 0.0 0.4 -0.3
H -2.2004 -1.6132 -4.2187 -0.1 0.0 0.0
H -2.5543 -1.1883 -2.7777 0.2 -0.1 0.1
O -0.9421 -3.8096 1.2533 0.0 0.2 -0.6
H -0.5231 -3.3165 1.9685 -0.2 -0.3 0.3
H -0.7590 -4.7409 1.3713 0.1 -0.1 0.3
O 2.7806 2.1052 -2.6396 0.3 0.1 -0.3
H 2.5688 1.7039 -1.7968 0.1 0.0 0.1
H 2.0563 1.8675 -3.2315 -0.2 0.0 0.0
O 3.2034 -1.3234 2.2604 0.1 -0.1 0.0
H 4.0416 -1.4130 2.7178 0.1 0.1 0.2
H 3.2644 -1.9929 1.5720 -0.2 0.0 -0.1
O 0.0481 0.6539 4.0333 0.2 -0.1 0.0
H 0.8391 0.3011 3.6086 0.1 -0.1 0.0
H -0.2034 1.3786 3.4546 -0.1 0.1 0.0
O -1.0128 -2.4878 3.7468 0.1 0.4 0.2
H -0.4226 -2.1400 4.4259 0.0 -0.1 0.0
H -1.5494 -1.7116 3.5395 0.0 -0.1 -0.1
```
Forces are in eV/Å.

The calculation puts the highest occupied orbital energy at -9.7 eV. The spin multiplicity is 1. The value obtained for the molecular weight is 241.28 g mol⁻¹. Its total charge is 0.

5.
Entry from the Open Molecules 2025 dataset: 8 unconnected molecules or ions with the total composition C6H27NO8 in a non-equilibrium geometry (wB97M-V/def2-TZVPD).

The geometry in XYZ format:
```
42
Properties=species:S:1:pos:R:3:forces:R:3
C -1.1632 -0.8943 -0.9877 0.4 2.1 1.5
C -1.6712 0.2684 -0.0940 -0.8 -0.2 2.5
C -2.2457 1.4925 -0.7707 0.3 -1.4 -0.3
O -3.0066 2.2756 -0.2669 0.3 0.2 -0.1
C -0.4382 -1.9777 -0.1577 -0.9 1.0 -2.9
N 0.8602 -1.4898 0.2454 -1.7 -0.7 3.4
C 1.5048 -2.2954 1.2522 1.9 -1.5 -0.3
C 1.3903 -1.8092 2.7246 -0.4 1.9 -1.2
H -2.0391 -1.2194 -1.5388 0.5 -0.5 -0.4
H -0.4163 -0.3513 -1.5586 -0.1 -0.7 -1.1
H -0.9781 0.6528 0.6881 0.3 -0.2 -1.0
H -2.3941 -0.0703 0.6679 -0.5 -0.2 -0.6
H -1.9101 1.5419 -1.8095 -0.1 0.7 -0.5
H -0.2713 -2.8225 -0.8468 -0.1 -0.3 0.6
H -1.1211 -2.2359 0.6615 0.7 -0.4 0.5
H 0.8432 -0.4888 0.5124 0.3 0.2 -0.4
H 2.5800 -2.3161 1.0251 0.2 0.3 -0.1
H 1.2477 -3.3514 1.1737 -0.6 0.2 -0.4
H 2.1732 -1.0751 2.8993 0.1 0.0 0.1
H 1.4633 -2.5805 3.4794 -0.2 -0.4 -0.3
H 0.4598 -1.2353 2.7078 -0.1 -0.4 0.9
H 2.5702 1.1556 -1.5639 0.1 -0.5 -0.2
H 2.2068 -0.3423 -1.3103 0.1 -0.1 0.4
O 2.6190 0.2507 -1.9358 0.0 0.7 0.0
H 1.3401 1.5195 0.3828 0.2 0.6 -0.4
H 0.5439 2.2911 1.4117 -0.2 0.2 0.2
O 0.8604 1.4108 1.2050 0.6 -0.6 0.0
H 1.0137 0.6057 -2.8283 -0.1 0.3 -0.4
H 0.2349 0.2119 -4.0448 -0.3 -0.4 -0.6
O 0.3109 0.9285 -3.4227 0.2 0.2 0.7
H 1.5215 -2.2928 -2.6772 0.3 -0.2 0.3
H 2.0330 -1.2108 -3.6536 0.2 -0.2 0.2
O 1.4573 -1.9813 -3.5740 -0.4 0.3 -0.6
H 0.3167 3.7113 -1.3334 0.0 0.1 -0.2
H 0.5109 2.7177 -2.5127 -0.3 -0.1 -0.5
O 0.8717 3.0060 -1.6749 0.5 -0.2 0.9
H -3.2872 2.5602 2.9100 -0.7 -0.6 -0.5
H -3.4721 2.1427 1.4397 -0.4 -0.3 0.7
O -3.7271 1.8724 2.3586 1.2 0.9 0.1
H -1.6965 0.7491 3.4462 0.2 0.0 0.4
H -0.2363 0.3961 4.0397 -0.2 0.5 0.7
O -0.8594 0.2797 3.3311 -0.3 -0.4 -1.1
```
Forces are in eV/Å.

The calculation puts the highest occupied orbital energy (alpha / beta) at -13.2 / -13.2 eV. The spin multiplicity is 2. The value obtained for the molecular weight is 241.28 g mol⁻¹. Its total charge is +1.

Please write out number 1 again, unchanged.
Entry from the Open Molecules 2025 dataset: a molecular structure, C6H26O8Y in a non-equilibrium geometry (wB97M-V/def2-TZVPD).

The geometry in XYZ format:
```
41
Properties=species:S:1:pos:R:3:forces:R:3
Y -0.1713 -0.5469 0.4990 2.9 1.0 -3.7
C -2.7851 2.8260 -0.4062 0.8 -0.8 -0.4
C -1.8759 2.7022 0.8298 -0.9 1.3 -1.6
C -2.7898 2.5229 2.0595 0.8 -0.9 0.8
O -0.8934 1.7252 0.8207 -1.0 0.0 0.4
H -3.3975 3.7275 -0.3862 0.1 -0.1 0.3
H -3.4369 1.9560 -0.4860 -0.3 0.0 0.0
H -2.1771 2.8675 -1.3098 0.0 0.1 -0.1
H -1.3751 3.6668 0.9129 0.5 0.2 0.5
H -2.1673 2.7330 2.9292 -0.4 -0.4 0.3
H -3.1080 1.4841 1.9713 -0.1 -0.2 0.6
H -3.7098 3.1034 2.1289 0.4 0.4 -0.6
C 3.7387 0.3702 -2.1223 -1.1 -0.1 -1.8
C 2.6240 -0.6719 -1.9364 -0.4 0.4 0.8
C 3.2644 -1.9789 -1.5329 0.0 -0.2 0.1
O 1.5870 -0.2573 -1.0700 -1.7 -0.4 2.4
H 4.1701 0.0206 -3.0603 1.0 -0.1 0.2
H 4.4835 0.5368 -1.3441 -0.3 -0.3 0.1
H 3.3151 1.3027 -2.4951 -0.1 0.3 0.6
H 2.1178 -0.8833 -2.8782 0.3 0.3 -0.6
H 3.8859 -1.8038 -0.6548 0.1 -0.2 0.2
H 3.8913 -2.3386 -2.3488 0.2 0.0 0.1
H 2.5257 -2.7591 -1.3491 -0.1 -0.1 0.1
O 1.1913 -2.3555 1.2766 -0.5 -0.1 0.3
H 2.1046 -2.3870 0.9917 0.5 0.2 -0.5
H 1.0259 -3.2220 1.6482 -0.1 -0.4 0.3
O -0.4690 -2.3387 -1.0629 -0.3 -0.4 0.1
H -0.3482 -3.2868 -1.0110 0.1 -0.4 0.2
H -0.4693 -2.1478 -2.0008 0.1 0.2 -0.3
O -0.9413 -0.7640 2.6644 -0.4 -0.2 0.4
H -1.0347 -0.1394 3.3837 0.1 0.5 0.3
H -1.2669 -1.5906 3.0205 0.0 -0.5 0.3
O -1.2792 0.1324 -1.6593 -0.3 -0.1 0.5
H -2.1445 0.5365 -1.7238 -0.3 0.3 0.0
H -0.9860 0.0470 -2.5665 0.6 0.1 -0.3
O 1.5638 0.3209 1.9432 -0.4 0.1 0.1
H 2.4626 -0.0064 1.9808 0.4 -0.2 -0.3
H 1.5483 1.0511 2.5619 -0.1 0.4 0.1
O -2.5082 -1.3220 0.5508 0.2 0.2 0.3
H -2.9858 -1.4927 1.3626 -0.3 0.0 0.3
H -3.1797 -1.3405 -0.1311 -0.1 -0.2 -0.5
```
Forces are in eV/Å.

The calculation puts the highest occupied orbital energy (alpha / beta) at -14.2 / -14.0 eV. The spin multiplicity is 2. The value obtained for the molecular weight is 315.17 g mol⁻¹. Its total charge is +2.

Which of these has the lowest molecular weight?
C6H27N2O5

molecular weight of number 1 (C6H26O8Y)?
315.17 g mol⁻¹